DFT (wB97M-V/def2-TZVPD) results for 8 unconnected molecules or ions with the total composition C32H60F12O12 in a non-equilibrium geometry.

Cartesian coordinates (Å):
F (11.446, 17.228, 15.286)
F (6.891, 18.420, 13.272)
F (14.580, 21.486, 12.315)
F (13.475, 13.017, 17.566)
F (7.272, 19.376, 15.161)
F (9.883, 15.805, 15.323)
F (13.684, 19.673, 11.567)
F (11.701, 15.353, 16.387)
F (15.744, 19.680, 12.219)
F (6.779, 20.591, 13.440)
F (13.633, 12.087, 15.618)
F (15.231, 11.928, 17.028)
O (11.567, 13.966, 13.932)
O (12.409, 9.939, 11.876)
O (12.479, 15.969, 13.247)
O (8.847, 15.156, 8.740)
O (18.548, 15.554, 11.635)
O (14.169, 18.599, 14.238)
O (15.762, 13.935, 15.048)
O (9.664, 18.601, 13.585)
O (9.302, 20.817, 13.212)
O (13.527, 20.773, 14.552)
O (14.588, 15.082, 16.648)
O (8.868, 11.145, 16.353)
C (10.691, 21.080, 12.941)
C (14.162, 14.421, 12.294)
C (7.454, 19.473, 13.843)
C (8.918, 19.543, 13.524)
C (11.715, 15.163, 14.043)
C (8.647, 10.435, 15.162)
C (15.222, 16.341, 16.248)
C (14.118, 8.453, 11.101)
C (11.194, 15.905, 15.258)
C (15.019, 13.988, 15.994)
C (7.561, 14.212, 7.024)
C (13.832, 9.745, 11.869)
C (14.087, 19.742, 13.895)
C (7.444, 9.572, 15.309)
C (14.537, 20.163, 12.486)
C (18.655, 16.826, 13.625)
C (9.989, 12.029, 16.238)
C (8.815, 14.074, 7.862)
C (16.903, 15.889, 9.845)
C (12.081, 11.290, 12.167)
C (17.870, 15.801, 12.828)
C (14.299, 12.757, 16.564)
C (10.057, 12.818, 17.532)
C (13.245, 21.598, 16.802)
C (10.955, 21.179, 11.456)
C (9.854, 16.465, 10.420)
C (10.616, 11.497, 11.920)
C (12.878, 20.503, 15.800)
C (13.032, 15.370, 12.014)
C (16.554, 16.585, 16.957)
C (17.796, 14.912, 10.632)
C (10.025, 15.298, 9.478)
H (8.791, 13.109, 8.367)
H (8.579, 11.145, 14.327)
H (15.172, 8.190, 11.101)
H (16.867, 16.178, 12.633)
H (13.833, 13.534, 12.836)
H (10.907, 11.476, 16.036)
H (16.291, 16.507, 10.507)
H (12.725, 21.328, 17.721)
H (19.686, 16.463, 13.694)
H (10.895, 20.169, 11.043)
H (16.237, 15.336, 9.181)
H (12.271, 11.564, 13.209)
H (7.520, 15.192, 6.565)
H (11.016, 13.348, 17.562)
H (6.607, 14.106, 7.538)
H (13.756, 8.573, 10.077)
H (18.764, 17.810, 13.167)
H (17.277, 15.846, 16.623)
H (10.257, 14.373, 10.022)
H (10.876, 15.402, 8.802)
H (9.438, 17.309, 9.873)
H (14.489, 14.079, 11.307)
H (16.405, 16.521, 18.036)
H (12.861, 22.555, 16.438)
H (17.215, 14.092, 11.050)
H (9.644, 14.071, 7.150)
H (9.889, 12.706, 15.388)
H (13.365, 16.269, 11.495)
H (12.648, 12.012, 11.581)
H (16.871, 17.597, 16.694)
H (14.188, 9.606, 12.890)
H (9.228, 16.200, 11.276)
H (9.193, 13.474, 17.627)
H (11.325, 20.276, 13.295)
H (14.320, 21.705, 16.901)
H (9.979, 12.151, 18.383)
H (7.291, 9.040, 14.374)
H (13.520, 7.708, 11.649)
H (6.555, 10.155, 15.562)
H (18.552, 14.468, 9.983)
H (12.197, 14.891, 11.515)
H (7.571, 13.421, 6.261)
H (14.379, 10.618, 11.499)
H (11.784, 20.584, 15.709)
H (10.313, 12.500, 12.226)
H (10.087, 10.788, 12.556)
H (10.196, 21.807, 10.992)
H (14.441, 17.076, 16.477)
H (17.541, 16.530, 9.228)
H (14.972, 14.944, 12.793)
H (9.493, 9.802, 14.882)
H (18.147, 16.923, 14.586)
H (7.548, 8.806, 16.074)
H (10.813, 16.797, 10.818)
H (10.306, 11.353, 10.881)
H (10.850, 21.994, 13.523)
H (11.962, 21.581, 11.349)
H (15.316, 16.371, 15.162)
H (13.032, 19.494, 16.174)
H (17.839, 14.896, 13.426)

Cartesian forces (eV/Å) of the 3 atoms listed first:
0.63 -0.57 -0.09
0.04 -0.14 -0.19
-0.06 0.04 0.15

Summary:
Gap between HOMO and LUMO in eV: 9.619
Spin multiplicity: 1

Löwdin population analysis, charges in e, atoms 1 to 8:
1 F 0.14
2 F 0.19
3 F 0.17
4 F 0.18
5 F 0.18
6 F 0.19
7 F 0.16
8 F 0.15

***

DFT (wB97M-V/def2-TZVPD) results for a molecular structure, C18H40CrN5OP3 in a non-equilibrium geometry.

Cartesian coordinates (Å):
Cr (-0.830, 0.176, 0.437)
P (0.778, 1.592, 1.661)
P (2.466, -0.065, -2.081)
P (-1.690, 2.074, -0.907)
O (1.797, -1.488, 0.683)
N (-4.395, 1.007, 4.160)
N (-2.548, -0.125, 1.482)
N (-2.826, 0.884, 2.358)
N (-3.970, 0.500, 2.933)
N (-4.345, -0.762, 2.628)
C (0.092, 1.574, 3.323)
C (-0.556, 3.111, -1.897)
C (1.644, -4.463, -2.085)
C (2.841, -3.389, -0.264)
C (-1.706, -3.747, 1.371)
C (2.468, 1.012, 1.934)
C (3.737, -0.977, -2.941)
C (0.428, -2.875, -0.703)
C (0.489, -3.750, -1.776)
C (-3.486, -1.055, 1.657)
C (-2.444, 3.239, 0.301)
C (-0.947, -3.490, 2.430)
C (1.638, -2.609, 0.021)
C (2.662, 1.665, -2.482)
C (0.847, -0.429, -2.795)
C (1.023, 3.366, 1.337)
C (-3.042, 1.767, -2.082)
C (2.814, -4.274, -1.331)
H (-1.445, -4.535, 0.656)
H (3.762, -3.044, 0.221)
H (1.623, 3.522, 0.428)
H (-2.341, 2.797, 1.299)
H (-1.217, -2.835, 3.280)
H (-2.692, -3.309, 1.248)
H (1.570, 3.765, 2.206)
H (2.434, -0.044, 2.224)
H (-2.680, 1.079, -2.854)
H (3.688, 1.782, -2.826)
H (-0.494, 4.104, -1.430)
H (-4.159, 1.988, 4.247)
H (0.690, 2.284, 3.909)
H (3.047, 1.083, 1.007)
H (-3.557, -1.972, 1.103)
H (1.978, 1.944, -3.292)
H (0.927, -0.882, -3.787)
H (4.206, -1.665, -2.236)
H (-0.368, -3.879, -2.435)
H (0.194, 0.562, 3.729)
H (2.929, 1.628, 2.717)
H (-0.981, 1.812, 3.305)
H (3.259, -1.520, -3.768)
H (-3.505, 3.365, 0.034)
H (2.704, -0.479, -0.711)
H (-3.864, 1.300, -1.532)
H (-5.385, 0.814, 4.262)
H (1.629, -5.148, -2.936)
H (4.466, -0.237, -3.287)
H (-1.925, 4.200, 0.213)
H (2.484, 2.283, -1.601)
H (0.243, 0.484, -2.869)
H (-0.468, -2.237, -0.551)
H (-0.942, 3.198, -2.929)
H (0.061, 3.889, 1.237)
H (0.015, -4.007, 2.521)
H (-3.358, 2.726, -2.515)
H (3.745, -4.814, -1.584)
H (0.450, 2.669, -1.916)
H (0.335, -1.140, -2.158)

Cartesian forces (eV/Å) of the 3 atoms listed first:
1.19 -0.93 -0.06
0.57 0.48 0.57
0.49 -0.66 -0.39

Summary:
Charge: +3
Gap between HOMO and LUMO (alpha / beta) in eV: 3.644 / 3.724
Spin multiplicity: 4
Energy above the lowest of the compared OMol25 structures with the same formula, charge and spin in kcal/mol: 51.0

natural (NBO) population analysis, charges in e, atoms 1 to 8:
1 Cr 1.28
2 P 0.87
3 P 1.25
4 P 0.79
5 O -0.76
6 N -0.54
7 N -0.52
8 N -0.07

***

DFT (wB97M-V/def2-TZVPD) results for a gas-phase ion, CH3F3NS (charge +1) in a non-equilibrium geometry.

Cartesian coordinates (Å):
S (1.202, 0.061, 0.183)
F (2.263, 0.155, -1.058)
F (1.578, 1.547, 0.801)
F (2.191, -0.892, 0.997)
N (-0.109, -0.355, -0.319)
C (-1.530, -0.119, -0.161)
H (-1.752, 0.384, 0.822)
H (-2.055, 0.418, -1.040)
H (-1.787, -1.200, -0.225)

Cartesian forces (eV/Å) of the 3 atoms listed first:
2.82 1.22 -2.68
-2.47 -0.18 2.66
-0.88 -3.57 -0.90

Summary:
Charge: +1
Gap between HOMO and LUMO in eV: 10.183
Spin multiplicity: 1
Energy above the lowest of the compared OMol25 structures with the same formula, charge and spin in kcal/mol: 35.8

natural (NBO) population analysis, charges in e, atoms 1 to 8:
1 S 2.37
2 F -0.37
3 F -0.36
4 F -0.35
5 N -0.66
6 C -0.45
7 H 0.27
8 H 0.29

***

DFT (wB97M-V/def2-TZVPD) results for 2 unconnected molecules or ions with the total composition C5H12S in a non-equilibrium geometry.

Cartesian coordinates (Å):
S (1.242, -0.699, 0.313)
C (-2.269, -0.223, -0.740)
C (1.320, 0.630, 1.609)
C (2.143, 0.226, -1.036)
C (-2.386, -0.194, 0.825)
C (-1.768, 0.773, -1.508)
H (-1.369, 1.714, -1.084)
H (-1.959, 0.726, 1.171)
H (-1.781, -1.053, 1.237)
H (-2.511, -1.168, -1.279)
H (2.294, 1.183, 1.537)
H (1.166, 0.110, 2.529)
H (1.543, 1.016, -1.563)
H (0.376, 1.200, 1.424)
H (-1.875, 0.618, -2.593)
H (-3.394, -0.338, 1.237)
H (3.143, 0.527, -0.642)
H (2.253, -0.615, -1.888)

Cartesian forces (eV/Å) of the 3 atoms listed first:
1.06 1.27 -0.35
0.35 0.41 0.43
-0.79 -0.14 -1.63

Summary:
Gap between HOMO and LUMO in eV: 9.358
Spin multiplicity: 1
Energy above the lowest of the compared OMol25 structures with the same formula, charge and spin in kcal/mol: 36.4

natural (NBO) population analysis, charges in e, atoms 1 to 8:
1 S 0.15
2 C -0.15
3 C -0.73
4 C -0.75
5 C -0.65
6 C -0.43
7 H 0.19
8 H 0.20